Entry 1:
# C53H36Cl5N4NdO2STe

A molecular structure, C53H36Cl5N4NdO2STe (ωB97M-V/def2-TZVPD, the OMol25 dataset).

2S+1 = 4
orbital gap (spin up / spin down) = 4.6062 / 4.6030 eV
calculated total energy = -5939.09622 a.u.
M = 1242.07 g mol⁻¹
lowest unoccupied orbital energy (spin up / spin down) = -1.39 / -1.39 eV

Last column: Mulliken charge in e.
CARTESIAN COORDINATES (ANGSTROEM)
C (0.594583, 2.524972, -5.656709)  -0.732
H (-4.590878, 1.046079, -3.445565)  0.459
C (-2.704976, -0.912482, -1.482643)  0.293
C (1.912370, 2.055794, 1.889802)  -0.269
H (2.643488, -6.342388, 2.189376)  0.379
C (1.963886, -4.090778, -4.962274)  -0.534
C (-0.402909, -6.991935, 3.590363)  -0.652
H (-1.309101, 4.741218, 4.043153)  0.607
H (-3.780340, 5.666674, 0.544469)  0.437
C (-0.097879, -3.267111, 4.161563)  -0.952
H (-4.688317, -0.756705, 2.376588)  0.507
H (-1.365930, -5.586229, 4.913598)  0.317
H (2.721727, 1.527293, 1.372991)  0.309
Cl (2.884371, -0.635037, -1.919557)  0.012
C (-3.734181, -0.046425, -1.832747)  -0.555
H (-2.029230, 1.764774, -0.151467)  0.308
H (-1.116344, -1.153331, -4.488198)  0.338
H (2.692582, 2.816655, -5.332246)  0.425
O (-4.794997, 3.548811, 3.613240)  -0.628
C (-0.648225, 2.426918, -5.010123)  -0.401
C (3.980643, -0.140230, -0.555882)  0.948
N (-3.711298, 3.869126, 4.043035)  1.097
Cl (4.291842, -0.643909, 3.361082)  -0.261
C (-2.701456, 1.901234, 2.872688)  1.979
H (2.647805, 2.818144, -2.930369)  0.251
C (-0.157373, 3.274575, 2.972436)  1.580
C (1.725244, 2.716755, -4.883241)  -0.618
C (0.443210, 2.809963, -2.889810)  0.872
C (0.281445, -4.676461, 3.876203)  0.469
C (4.986430, 0.842551, -0.800642)  0.010
H (-2.523206, -1.346615, -0.488459)  0.394
C (-1.804638, -0.810574, -3.696425)  0.121
H (0.912450, -8.261778, 2.599832)  0.348
C (1.681269, 2.806309, -3.491692)  -0.409
N (0.048101, 0.969839, -0.981446)  1.008
H (0.260273, -4.892717, -2.142077)  0.436
H (-1.608290, 6.680392, 0.180112)  0.297
H (3.206986, 3.743397, 2.569004)  0.551
C (-3.883295, 1.115708, 2.849277)  -1.131
Cl (7.146827, 2.355667, -0.097394)  -0.194
H (2.586288, -4.608215, -5.698064)  0.373
C (3.711139, -0.663047, 0.680865)  -1.669
C (-0.809933, 3.489858, -0.481775)  0.250
H (-4.464087, 0.063175, -1.053501)  0.555
C (1.412042, -4.864083, -3.883215)  -0.677
H (-2.955118, 0.247908, -5.115015)  0.611
C (0.351618, -2.870346, -2.971965)  0.246
C (-2.546256, -0.748876, 2.156034)  -0.487
H (0.573043, 2.267809, -6.698022)  0.408
C (-0.668990, -2.666967, -0.658308)  0.107
C (-0.618955, -2.225651, -1.988015)  1.055
H (-2.444361, -1.820809, 1.858948)  0.582
C (0.771371, -7.228166, 2.922987)  -0.417
C (-1.511918, 1.220539, 2.466694)  -1.410
H (-0.201593, -3.154467, 5.264685)  0.642
N (-1.476817, -0.060845, 2.104340)  0.874
C (1.462587, -4.955802, 3.244897)  0.790
C (1.065597, -2.089295, -3.973051)  -0.139
C (-3.782058, -0.194887, 2.483851)  -1.412
H (-0.999979, -2.939367, 3.666266)  0.218
H (3.385419, -3.979591, 3.367139)  0.612
H (1.143491, 4.917002, 3.520318)  0.562
Te (1.568364, -1.993094, 3.897464)  0.121
C (5.616857, 0.780794, 1.503094)  -0.156
Nd (0.782621, -0.947662, 0.419809)  0.684
C (-1.679551, -1.327043, -2.393160)  -0.718
C (-1.776004, 5.561365, 0.085977)  -0.652
C (-3.004128, 4.979713, 0.232414)  -1.010
H (2.253864, -2.132531, -5.738228)  0.407
H (-1.495571, 2.143573, -5.627885)  0.367
H (-1.149637, -7.743152, 3.569015)  0.452
C (0.607183, -4.255444, -2.940538)  -0.516
C (-0.572085, -5.774157, 4.144902)  -0.603
H (1.019305, -0.989839, -3.775929)  0.764
C (-1.990711, 2.849575, -0.152189)  0.199
C (-3.094858, 3.588052, 0.110103)  -0.618
C (5.810527, 1.325425, 0.184644)  0.162
Cl (5.350491, 1.402428, -2.401930)  -0.186
C (4.597738, -0.118176, 1.644965)  0.791
C (-0.245906, 1.973817, 2.486300)  -0.856
H (1.456502, -5.946990, -3.893787)  0.404
H (-0.649270, 0.577558, -1.683954)  -0.683
C (-0.428767, -2.856307, 0.567776)  -0.993
C (-2.854701, 0.010403, -4.067987)  -0.999
C (1.674813, -6.237719, 2.720858)  -0.833
C (-1.354591, 3.817638, 3.498763)  -0.548
C (-0.744458, 2.624161, -3.661565)  -0.672
C (1.092573, 3.960782, 3.109099)  -1.058
C (-3.796054, 0.410900, -3.165822)  -0.894
C (-2.526952, 3.216170, 3.378218)  -0.132
H (0.268513, 5.345397, -0.478229)  0.613
O (-3.489383, 4.660090, 4.925870)  -0.655
H (-4.034848, 3.082329, 0.256895)  0.590
C (1.798474, -2.740750, -4.980823)  -1.383
H (-4.888505, 1.554825, 2.929112)  0.443
Cl (6.544571, 1.268015, 2.851881)  -0.177
N (0.771853, 1.388296, 1.838181)  0.962
H (2.467752, -3.562980, 1.852181)  0.267
S (0.506208, 2.471266, -1.160746)  0.377
C (2.392266, -3.735165, 2.933040)  -0.895
C (-0.642560, 4.830297, -0.325686)  -0.652
C (2.211257, 3.308796, 2.546271)  -1.261
H (-1.728388, 2.625323, -3.234314)  0.456

Force components x, y, z for each atom (eV/Å):
-0.63 -0.65 1.17
-0.82 0.58 -0.41
1.27 -0.35 -0.01
1.72 0.12 -0.11
-0.82 -0.48 0.29
-0.09 -2.32 1.14
0.32 0.01 -0.05
-0.05 0.39 0.06
-0.53 -0.53 -0.18
-0.09 0.16 2.41
-0.16 -0.44 0.09
0.23 -0.18 -1.21
-0.05 0.46 0.17
0.83 0.27 0.77
1.28 -1.26 -0.39
-0.05 0.10 -0.31
-0.39 0.27 0.58
0.35 -0.21 -0.37
-0.51 0.42 0.17
0.61 0.11 -0.85
0.14 0.71 -0.41
1.12 -0.30 -0.78
0.41 0.21 -0.86
0.60 -1.63 -0.10
-1.09 0.09 -0.37
0.27 0.18 1.08
0.33 0.30 -0.36
-0.95 -0.61 -0.54
-0.30 -1.14 0.01
-0.20 -0.37 -1.13
-0.88 0.42 -0.22
0.57 -0.75 -0.60
0.32 0.44 -0.36
0.65 0.11 -0.25
-0.75 -1.40 -0.75
-0.55 0.19 0.17
-0.56 -1.50 0.08
-0.17 -0.31 -0.12
-0.50 0.59 -0.80
-0.07 0.18 -0.07
-0.33 0.29 0.09
0.14 0.79 0.33
0.52 -0.89 -0.44
-0.56 0.74 -0.10
0.01 1.11 -1.66
-0.02 0.31 -0.13
0.44 1.00 -0.53
-1.66 -2.62 -0.49
0.60 0.33 -0.42
0.79 -0.81 0.46
1.00 -0.06 0.23
-0.17 0.86 0.22
0.17 -1.65 -0.90
-0.17 2.06 1.02
-0.66 -0.17 -0.59
2.59 0.86 -0.49
0.14 1.67 -1.26
-1.34 -0.85 1.85
-0.36 0.20 0.06
-0.09 0.01 -0.26
-0.45 0.51 -0.47
0.03 1.37 0.76
-0.10 -0.45 -0.96
-0.14 0.60 -1.30
1.02 1.10 0.27
-0.74 0.70 -0.71
1.85 1.90 -0.57
0.17 0.12 0.39
0.30 0.13 -0.30
-0.13 0.29 0.36
-0.57 -0.64 0.66
0.33 0.31 0.00
-1.47 2.38 1.81
0.04 -0.94 -0.96
0.40 -0.70 -0.67
-1.27 0.92 0.62
-0.01 -1.14 1.94
-0.44 -0.10 -0.29
-1.32 -1.43 1.15
-0.97 -0.69 -1.23
0.43 0.07 0.08
0.89 1.11 0.86
-0.90 -0.48 -0.58
0.45 -0.50 -0.22
2.33 1.14 -0.04
0.62 1.08 0.24
0.75 0.38 0.80
0.70 -3.12 -2.21
-0.56 0.01 1.65
-1.58 -0.22 0.79
0.89 0.26 -0.33
-0.20 0.18 0.21
-0.22 -0.02 0.15
-0.42 1.56 0.90
0.83 -0.26 0.38
0.42 0.37 -0.11
1.18 0.70 0.85
0.13 -0.09 0.30
-0.15 -0.08 0.57
0.38 -1.52 0.32
-1.63 0.63 0.55
-2.51 -0.29 0.19
-0.20 -0.20 0.58


Entry 2:
# C53H38Br2N4OW

A molecular structure, C53H38Br2N4OW (ωB97M-V/def2-TZVPD, the OMol25 dataset).

total charge = +2
orbital gap (spin up / spin down) = 4.4241 / 4.4303 eV
calculated total energy = -7551.37357 a.u.
M = 1090.56 g mol⁻¹
lowest unoccupied orbital energy (spin up / spin down) = -7.77 / -7.77 eV

Last column: Mulliken charge in e.
CARTESIAN COORDINATES (ANGSTROEM)
H (4.231789, -6.261626, -1.394239)  0.434
H (5.395791, -5.228581, 2.592509)  0.424
C (3.368202, -4.469842, -0.601982)  0.104
C (-3.226444, -1.643524, 2.513844)  0.627
H (2.492489, 5.000747, 1.415088)  0.670
H (2.820464, 3.805668, 3.922315)  0.502
H (1.332324, -4.356597, 2.225015)  0.680
C (2.099325, 5.553655, 4.937720)  -0.849
H (-4.259148, 1.186594, -2.184669)  0.519
C (-0.813606, -1.887405, 1.869441)  0.606
C (1.017592, 6.398052, 5.146090)  -0.428
C (-4.777798, -3.502270, 2.328720)  -1.213
H (4.429036, -2.131028, -1.620528)  0.795
H (3.921588, -0.011164, -3.167956)  0.788
H (1.094987, 5.212309, -4.843247)  0.456
H (-3.914055, -0.722688, -6.261309)  0.471
H (-1.980571, 0.723479, -2.823496)  -0.259
C (2.416593, -2.409710, 0.450759)  0.757
H (-1.086926, 2.711939, 4.742084)  0.701
C (-1.566698, 0.261261, 2.608398)  1.279
Br (-3.751242, -0.401386, -0.345003)  0.029
C (-1.959275, 0.936880, 3.783908)  -1.635
C (1.965529, 1.772467, -1.898821)  0.402
H (-1.028505, 6.818802, 4.658771)  0.419
C (-3.509101, -0.874197, -5.269576)  -0.541
N (1.968547, -0.222499, -0.506505)  0.367
C (1.740540, 1.979998, -5.631030)  -1.156
H (-4.162450, 0.213773, 3.120222)  0.683
H (0.621370, -2.782451, -1.644064)  -0.258
C (4.904207, -5.870302, 0.605030)  -0.456
H (-4.977398, -4.523881, 2.036270)  0.452
C (1.504591, 3.663890, -3.433549)  -0.466
C (1.904505, 1.469557, -4.360648)  -0.287
H (-1.154531, -3.770197, 2.996189)  0.831
H (3.949782, -3.230596, 2.500806)  0.476
C (-5.552718, -1.380010, 3.152127)  -1.217
N (0.267788, -1.398736, 1.169754)  -0.142
H (2.790367, -4.261601, -1.495143)  0.467
H (5.535981, -6.747054, 0.647593)  0.425
H (-2.683717, 0.588270, 4.497830)  0.771
C (2.457326, 3.856297, -0.458276)  -1.605
Br (-1.393915, 2.261531, -0.673213)  -0.262
C (-0.518526, -3.182158, 2.357657)  -1.689
C (3.652087, -1.394969, -1.494674)  -1.222
H (-1.256945, 4.878171, 3.148577)  0.532
N (-0.536475, 0.940326, 2.002622)  0.559
H (-3.718585, -3.056460, -5.376116)  0.476
O (-0.552235, -0.468325, -1.378262)  0.911
H (1.115486, 7.247115, 5.808797)  0.428
H (-6.783007, -3.131771, 2.998568)  0.430
H (-3.353698, 1.181679, -4.826242)  0.465
H (-6.356351, -0.746863, 3.501879)  0.447
C (1.241165, -2.394991, 1.209474)  0.241
W (0.138861, 0.385937, 0.139157)  0.138
C (4.009925, -3.898125, 1.649353)  -0.149
H (1.348926, 3.731092, -6.808100)  0.434
C (-3.192805, 0.162584, -4.496255)  -0.943
C (-3.961696, 0.142236, -2.209045)  -0.939
C (-1.108499, -1.580979, -1.974385)  -0.272
C (1.979104, 4.469474, 4.082151)  -0.231
C (-1.910408, -1.081855, 2.270143)  -0.375
C (-0.320280, 5.063432, 3.660599)  -0.066
C (0.765448, 4.216314, 3.445238)  -0.093
C (1.837788, 2.310904, -3.233349)  0.692
C (3.283247, -3.616570, 0.494998)  -0.032
H (1.338072, 4.314987, -2.588780)  0.638
C (1.420684, 3.055457, 1.374412)  -0.213
C (4.174716, -5.596339, -0.543364)  -0.966
H (-2.493340, -3.521953, -3.352361)  0.410
C (-2.704212, -0.045231, -3.084750)  1.378
H (2.049321, 0.406055, -4.241176)  0.468
H (-0.758681, -3.672997, -2.273336)  0.754
H (-4.780306, -0.469703, -2.576511)  0.511
C (-0.188945, 6.154618, 4.504084)  -0.942
C (-1.131502, 2.019075, 3.918787)  -1.358
C (-3.328965, -2.238516, -4.784604)  -0.602
C (0.650290, 3.063176, 2.520110)  1.518
C (3.383922, -0.322823, -2.288644)  -1.284
C (-3.519579, -2.971152, 2.141335)  -0.202
H (3.028836, 4.447653, -1.153304)  0.793
C (1.479353, 3.334269, -5.810171)  -0.436
H (1.797804, 1.320768, -6.486252)  0.455
H (3.037593, 5.738771, 5.442802)  0.426
C (-0.286095, 2.058732, 2.793667)  0.146
C (2.361832, 0.431851, -1.637209)  0.822
C (-0.465421, -2.876491, -1.596964)  -0.474
N (1.323035, 2.081155, 0.395527)  0.533
C (2.192906, 4.132526, 0.852007)  -0.774
C (1.891475, 2.582511, -0.723122)  0.404
H (-0.740914, -3.178499, -0.582662)  -0.199
C (2.709244, -1.388196, -0.424357)  -0.343
C (-2.091048, -1.402933, -2.871735)  0.592
C (-4.295526, -0.844588, 2.964967)  0.017
C (0.763846, -3.473998, 1.984327)  -1.130
C (1.344596, 4.169070, -4.707469)  -1.079
C (-5.794259, -2.715748, 2.858329)  -0.364
C (4.823284, -5.019854, 1.698929)  -0.845
C (-2.653586, -2.497141, -3.655903)  -1.203
H (-2.773569, -3.578537, 1.653379)  0.443

Force components x, y, z for each atom (eV/Å):
0.00 0.00 0.00
0.00 0.00 0.00
-0.02 0.00 -0.01
-0.08 -0.06 0.00
0.00 0.01 -0.01
0.00 0.00 0.00
0.00 0.00 0.00
-0.01 0.01 0.00
-0.01 0.00 0.00
-0.05 0.01 -0.02
0.01 -0.01 -0.01
-0.02 0.00 0.01
0.01 0.01 0.00
0.01 0.00 0.01
0.00 0.00 0.00
0.00 0.00 0.00
-0.02 0.03 0.04
0.02 -0.08 0.00
0.00 -0.01 0.01
-0.03 -0.16 -0.05
-0.10 -0.03 -0.06
-0.01 0.08 0.03
0.00 -0.01 0.00
0.00 -0.01 0.00
-0.04 -0.05 -0.02
0.14 -0.07 -0.10
0.00 0.00 -0.02
0.00 0.00 0.01
0.00 -0.01 -0.01
-0.01 0.01 -0.01
0.00 0.00 0.00
0.02 -0.02 0.03
0.00 0.00 0.03
0.00 0.01 0.00
0.00 -0.01 0.00
-0.02 0.00 0.01
-0.01 -0.04 0.01
0.01 -0.01 0.00
0.00 0.00 0.00
0.01 0.00 0.01
-0.12 0.11 -0.03
0.03 -0.10 0.13
0.05 -0.07 0.01
-0.03 -0.02 0.01
0.00 0.01 0.00
0.08 0.02 0.24
-0.01 0.01 0.00
-0.46 0.30 0.49
0.00 0.00 0.00
0.00 0.01 0.00
0.02 0.00 -0.01
0.00 0.00 0.00
0.02 0.01 0.00
0.20 0.34 -0.34
0.00 0.02 0.00
0.00 0.00 0.00
0.06 0.03 0.04
0.04 -0.02 -0.03
0.30 -0.23 -0.20
0.01 -0.01 -0.01
0.01 0.13 -0.04
-0.01 -0.04 -0.02
0.02 0.00 0.01
0.01 0.03 -0.06
0.01 0.01 0.01
0.00 0.00 0.00
-0.14 0.05 -0.02
0.01 0.00 0.01
-0.02 0.00 0.02
-0.05 -0.01 -0.03
-0.01 0.00 0.00
-0.01 0.00 -0.01
0.00 -0.01 -0.01
0.00 0.02 0.02
-0.06 0.01 -0.01
0.00 0.03 -0.04
0.02 0.06 0.05
0.02 0.02 -0.03
0.02 0.03 0.01
0.00 0.01 0.01
0.00 -0.01 0.02
0.00 0.00 0.00
0.00 0.00 0.00
0.01 -0.04 -0.06
0.04 -0.06 -0.01
0.00 0.05 0.05
0.04 -0.26 0.01
0.01 0.00 -0.04
0.09 -0.14 -0.01
0.02 0.00 0.00
0.01 0.03 0.04
-0.01 0.07 -0.04
0.05 0.00 -0.01
-0.04 0.03 -0.01
0.00 0.01 -0.02
0.02 -0.02 -0.01
0.00 0.00 0.00
0.01 0.00 0.07
-0.02 0.00 0.00


Summary of ΔE to the lowest compared entry with this formula, charge and spin in kJ/mol
134.3; 168.1
(order as listed above)